Molecular formula: C23H31N5O5Rh
Method: DFT, wB97M-V/def2-TZVPD

Structure (XYZ):
```
65
Properties=species:S:1:pos:R:3
Rh 0.24 -1.50 -0.04
O 2.06 -2.39 -0.58
C 3.01 -2.45 0.22
C 2.99 -2.24 1.64
C 4.24 -2.37 2.28
C 4.31 -2.28 3.64
C 3.17 -2.10 4.43
C 1.94 -1.96 3.82
C 1.82 -1.99 2.42
O 0.62 -1.80 1.91
N 5.63 -2.39 4.30
O 6.60 -2.42 3.58
O 5.63 -2.42 5.51
H 3.98 -2.70 -0.22
H 5.14 -2.55 1.72
H 3.27 -2.08 5.50
H 1.05 -1.81 4.41
C -3.87 -3.33 0.35
C -2.69 -2.33 0.31
N -1.46 -2.99 -0.19
C -1.10 -4.10 0.73
C -2.25 -5.11 0.85
N -3.34 -4.67 -0.08
C -2.83 -4.60 -1.49
C -1.70 -3.55 -1.54
H -4.67 -3.06 -0.34
H -4.29 -3.45 1.34
H -2.48 -1.94 1.31
H -2.93 -1.50 -0.35
H -0.84 -3.67 1.70
H -0.21 -4.59 0.33
H -2.68 -5.15 1.85
H -1.96 -6.12 0.56
H -4.10 -5.35 -0.04
H -3.68 -4.34 -2.13
H -2.49 -5.60 -1.76
H -1.96 -2.74 -2.21
H -0.78 -4.01 -1.88
C 1.15 6.60 -1.98
C 0.85 5.26 -2.67
N -0.55 4.89 -2.60
C -1.55 5.75 -3.18
C -2.35 6.48 -2.07
C -1.02 3.60 -2.05
O -2.08 3.21 -2.43
C -0.14 2.87 -1.11
C 0.50 3.46 -0.03
C 1.22 2.66 0.84
C 1.26 1.30 0.61
N 0.63 0.71 -0.42
C -0.07 1.49 -1.25
H 2.20 6.83 -2.17
H 1.00 6.53 -0.90
H 0.55 7.41 -2.38
H 1.45 4.45 -2.28
H 1.07 5.37 -3.74
H -2.24 5.12 -3.75
H -1.05 6.46 -3.84
H -2.78 5.76 -1.37
H -3.17 7.00 -2.56
H -1.73 7.20 -1.54
H 0.44 4.53 0.15
H 1.74 3.08 1.69
H 1.84 0.65 1.25
H -0.54 1.00 -2.10
```

Summary:
total charge = +3
LUMO energy (alpha / beta) = -8.5381 / -11.5093 eV
calculated total energy = -1654.420149 Eh
multiplicity = 5
highest occupied orbital energy (alpha / beta) = -16.03 / -16.03 eV
gap between HOMO and LUMO (alpha / beta) = 0.275 / 0.166 Eh
⟨S²⟩ = 6.018
ΔE to the lowest compared entry with this formula, charge and spin = 0.000 eV

Molecular formula: C3H8N2S2
Method: DFT, wB97M-V/def2-TZVPD

Structure (XYZ):
```
15
Properties=species:S:1:pos:R:3
C -0.11 -0.30 -0.23
C -0.76 0.19 1.03
C 1.36 -0.60 0.11
H -2.10 1.11 -0.47
H -1.60 1.23 -2.47
H -1.88 -0.36 0.96
H -0.16 -0.10 1.83
H 0.57 2.05 0.20
H 1.80 -0.73 -0.90
H 1.93 0.20 0.56
H 1.73 -3.32 0.21
N -1.50 0.61 -1.62
N -0.35 0.13 -1.42
S -0.76 2.05 1.10
S 1.81 -2.17 1.10
```

Summary:
LUMO energy = 0.3101 eV
calculated total energy = -1024.808650 Eh
multiplicity = 1
highest occupied orbital energy = -8.49 eV
gap between HOMO and LUMO = 0.324 Eh
ΔE to the lowest compared entry with this formula, charge and spin = 5.233 eV

Molecular formula: C37H41CuN3
Method: DFT, wB97M-V/def2-TZVPD

Structure (XYZ):
```
82
Properties=species:S:1:pos:R:3
Cu -0.04 -0.20 0.08
C 0.80 2.40 -1.97
C 2.31 2.54 -1.76
C 2.58 3.37 -0.50
C 3.12 1.25 -1.81
C 4.20 1.23 -2.69
C 5.02 0.12 -2.79
C 4.72 -1.01 -2.04
C 3.65 -1.03 -1.16
C 3.41 -2.33 -0.41
C 3.80 -2.28 1.07
C 2.00 -2.91 -0.55
C 2.86 0.13 -1.00
N 1.87 0.18 -0.01
C 2.22 0.62 1.24
C 1.28 0.66 2.24
N -0.03 0.32 1.93
C -0.94 -0.14 2.87
C -0.61 -1.03 3.92
C -1.58 -1.37 4.86
C -2.88 -0.89 4.76
C -3.23 -0.10 3.67
C -2.29 0.27 2.73
C -2.67 1.06 1.50
C -3.83 2.02 1.72
C -2.97 0.12 0.27
C 0.71 -1.80 3.93
C 1.34 -1.92 5.31
C 0.48 -3.18 3.31
C 1.87 1.25 3.44
C 1.44 1.59 4.69
C 2.37 2.17 5.61
C 3.68 2.39 5.29
C 4.15 2.05 3.98
C 5.47 2.24 3.47
C 5.75 1.89 2.18
C 4.77 1.33 1.30
C 3.50 1.14 1.78
C 3.23 1.51 3.12
H 0.39 3.36 -2.29
H 0.30 2.11 -1.05
H 0.56 1.66 -2.74
H 2.68 3.12 -2.62
H 2.18 2.88 0.38
H 2.11 4.35 -0.59
H 3.65 3.52 -0.35
H 4.40 2.11 -3.29
H 5.86 0.12 -3.47
H 5.34 -1.90 -2.14
H 4.08 -3.05 -0.89
H 3.12 -1.64 1.63
H 4.82 -1.89 1.20
H 3.76 -3.28 1.51
H 1.28 -2.37 0.08
H 2.00 -3.96 -0.24
H 1.64 -2.86 -1.58
H -1.32 -2.04 5.66
H -3.62 -1.17 5.50
H -4.25 0.24 3.58
H -1.79 1.64 1.21
H -4.77 1.52 1.94
H -3.99 2.63 0.82
H -3.62 2.69 2.55
H -4.10 -1.27 1.24
H -2.00 -1.77 0.33
H -3.14 0.81 -0.57
H 1.41 -1.27 3.29
H 0.73 -2.53 5.98
H 1.49 -0.95 5.77
H 2.32 -2.40 5.23
H -0.21 -3.77 3.91
H 1.42 -3.73 3.24
H 0.06 -3.09 2.31
H 0.41 1.44 5.00
H 2.02 2.43 6.60
H 4.36 2.82 6.02
H 6.24 2.66 4.10
H 6.75 2.04 1.79
H 5.05 1.08 0.28
N -4.18 -0.70 0.41
C -1.79 -0.75 -0.03
H -5.00 -0.11 0.52
```

Summary:
total charge = -1
LUMO energy (alpha / beta) = 2.8763 / 2.8716 eV
calculated total energy = -3239.276035 Eh
multiplicity = 1
highest occupied orbital energy (alpha / beta) = -2.82 / -2.80 eV
gap between HOMO and LUMO (alpha / beta) = 0.209 / 0.208 Eh

Molecular formula: H80O40
Method: DFT, wB97M-V/def2-TZVPD

Structure (XYZ):
```
120
Properties=species:S:1:pos:R:3
H 1.95 -2.27 -0.95
H 0.78 -1.10 -0.74
O 1.71 -1.31 -0.84
H 1.64 -1.76 2.14
H 1.80 -1.18 0.79
O 1.67 -0.89 1.74
H 3.78 -3.03 -4.34
H 3.19 -1.69 -4.11
O 2.98 -2.53 -4.57
H -4.79 -4.85 0.15
H -4.41 -3.78 -0.85
O -4.97 -4.56 -0.75
H 2.36 -0.61 -2.33
H 3.07 0.55 -2.83
O 2.70 -0.27 -3.19
H 0.09 2.42 -3.19
O -0.02 2.84 -2.33
H 2.54 2.91 -0.42
O 3.38 2.43 -0.54
H -5.13 3.19 0.44
H -3.91 3.56 -0.40
O -4.59 2.88 -0.29
H 2.32 -5.87 1.36
H 2.06 -4.31 1.71
O 2.19 -5.20 2.04
H -2.85 -1.19 -2.66
H -3.58 -1.83 -1.34
O -3.03 -1.94 -2.11
H -0.55 4.57 3.42
H 0.76 4.81 2.68
O -0.17 5.02 2.65
H -3.40 2.78 2.32
O -2.69 2.86 1.68
H -3.14 -0.43 4.20
H -4.04 -0.53 2.96
O -3.92 -0.04 3.78
H 2.29 1.24 4.05
H 2.74 1.75 2.63
O 2.14 1.17 3.10
H 2.92 -3.29 3.61
H 4.26 -2.95 3.44
O 3.52 -2.61 3.97
H -4.38 0.39 -5.72
H -4.74 1.44 -4.80
O -4.10 0.73 -4.85
H -2.79 6.30 0.97
H -2.23 4.96 1.64
O -2.55 5.38 0.84
H -3.99 1.65 4.90
H -2.79 2.58 5.41
O -3.41 2.39 4.70
H 0.24 -0.49 -5.80
O 0.06 -0.31 -4.89
H -0.05 2.41 0.55
H 0.19 3.50 -0.53
O 0.49 3.17 0.34
H 1.00 -3.70 0.17
O 1.53 -3.93 -0.62
H 3.55 2.83 -3.30
H 3.73 1.72 -4.16
O 3.01 2.32 -3.93
H -0.96 -2.10 2.54
H 0.29 -3.02 2.70
O -0.61 -2.98 2.36
H 0.24 2.58 5.03
H -1.22 2.77 4.17
O -0.55 3.08 4.82
H 5.92 2.52 1.05
H 4.57 3.21 0.89
O 5.06 2.61 1.47
H -0.52 -3.92 -3.05
H -0.06 -5.28 -3.56
O -0.02 -4.71 -2.79
H -1.43 0.00 5.02
H -0.92 -1.10 5.84
O -1.78 -0.70 5.61
H -0.62 -2.01 -2.06
H -0.16 -1.31 -3.42
O 0.13 -1.71 -2.60
H -1.05 5.39 -0.64
H -0.47 6.27 -1.84
O -0.46 5.43 -1.40
H -6.20 -0.91 -3.09
H -4.94 -0.21 -2.57
O -5.26 -0.77 -3.27
H -0.05 -0.19 2.35
H 0.56 0.79 3.32
O -0.26 0.26 3.17
H -1.58 -3.95 -0.63
O -2.33 -4.12 -0.06
H 4.62 4.86 -1.64
H 4.00 5.69 -0.71
O 3.71 5.00 -1.33
H 0.86 -0.21 -4.33
H -0.23 3.73 -2.68
H 0.73 -4.04 -1.19
H 3.33 1.55 -0.14
H -2.42 2.01 1.35
H -2.22 -3.55 0.71
O 4.26 -4.18 -2.64
H 3.82 -4.26 -3.48
H 3.62 -3.60 -2.21
O -2.85 -0.06 -0.14
H -3.10 0.61 -0.77
H -3.03 -0.05 0.79
O -2.30 3.02 -4.26
H -2.70 2.22 -3.93
H -1.42 2.77 -4.55
O 4.31 0.28 2.08
H 4.55 0.97 2.70
H 3.89 -0.52 2.41
O 4.01 -2.81 1.61
H 4.18 -1.93 1.25
H 3.86 -3.41 0.86
O 3.89 -5.31 0.11
H 4.62 -5.07 -0.46
H 3.05 -5.31 -0.36
O -5.03 -0.26 1.28
H -4.95 0.67 1.52
H -5.94 -0.53 1.26
```

Summary:
LUMO energy = -0.2860 eV
calculated total energy = -3057.419253 Eh
multiplicity = 1
highest occupied orbital energy = -10.35 eV
gap between HOMO and LUMO = 0.370 Eh
ΔE to the lowest compared entry with this formula, charge and spin = 9.200 eV

Molecular formula: C17H39Cl11NO7
Method: DFT, wB97M-V/def2-TZVPD

Structure (XYZ):
```
75
Properties=species:S:1:pos:R:3
Cl 0.45 -0.50 -0.62
O 1.24 -1.04 0.41
O 1.25 0.21 -1.55
O -0.25 -1.40 -1.46
O -0.41 0.49 0.00
Cl -0.01 -3.52 2.61
C -1.41 -3.49 1.56
C -2.26 -2.22 1.67
Cl -2.81 -1.99 3.39
H -1.96 -4.40 1.79
H -1.02 -3.58 0.55
H -3.11 -2.24 0.99
H -1.66 -1.34 1.45
Cl 4.27 -3.58 -2.72
C 3.50 -3.20 -4.26
C 2.63 -2.02 -4.13
Cl 1.91 -1.52 -5.70
H 2.88 -4.04 -4.56
H 4.25 -3.03 -5.03
H 3.20 -1.20 -3.69
H 1.83 -2.17 -3.40
Cl -3.47 3.12 -1.44
C -1.78 3.73 -1.45
C -1.47 4.46 -2.75
Cl 0.27 4.96 -2.77
H -1.10 2.93 -1.18
H -1.81 4.41 -0.60
H -2.07 5.36 -2.79
H -1.60 3.85 -3.65
Cl 4.47 -4.17 0.77
C 4.78 -2.46 0.84
C 5.72 -2.22 2.00
Cl 6.32 -0.54 1.92
H 3.80 -2.02 1.03
H 5.06 -2.19 -0.18
H 6.62 -2.84 1.98
H 5.35 -2.32 3.01
Cl -3.56 -2.32 -6.23
C -2.02 -2.60 -5.36
C -2.21 -2.87 -3.81
Cl -3.06 -4.43 -3.60
H -1.47 -1.67 -5.49
H -1.52 -3.44 -5.85
H -2.83 -2.12 -3.34
H -1.20 -2.93 -3.42
C -0.61 1.26 -4.33
O -1.85 1.01 -4.93
H 0.16 0.53 -4.58
H -0.21 2.26 -4.50
H -0.79 1.31 -3.26
H -1.71 0.93 -5.87
C -0.27 -1.01 6.53
O 0.63 0.01 6.17
C 1.04 -0.08 4.75
C -0.02 0.59 3.80
N -0.36 1.98 4.16
C -1.06 2.47 3.00
C -1.65 3.91 3.03
O -2.29 4.25 1.85
C -2.62 5.66 1.80
H 0.21 -1.99 6.50
H -1.22 -1.12 6.00
H -0.67 -0.82 7.53
H 1.30 -1.12 4.59
H 1.98 0.48 4.66
H -0.87 -0.07 3.61
H 0.45 0.51 2.82
H 0.51 2.47 4.26
H -1.90 1.79 2.82
H -0.38 2.47 2.15
H -0.88 4.65 3.27
H -2.33 3.97 3.88
H -3.50 5.70 2.44
H -3.08 5.79 0.82
H -1.78 6.30 2.07
```

Summary:
LUMO energy (alpha / beta) = -0.6573 / -5.8579 eV
calculated total energy = -6314.205294 Eh
multiplicity = 2
highest occupied orbital energy (alpha / beta) = -9.33 / -9.32 eV
gap between HOMO and LUMO (alpha / beta) = 0.319 / 0.127 Eh
⟨S²⟩ = 0.754

Molecular formula: C8H17N3OP
Method: DFT, wB97M-V/def2-TZVPD

Structure (XYZ):
```
30
Properties=species:S:1:pos:R:3
C 0.14 0.44 -1.95
C 1.25 -0.66 -0.02
C -1.17 -0.06 0.20
C 1.65 0.18 1.24
C -0.74 0.68 1.49
C -1.94 -0.22 -3.04
C 0.03 -0.13 -0.77
C 0.86 0.80 3.40
N -0.91 0.76 -2.74
N -1.42 -1.51 -3.33
N 0.43 0.15 2.13
O 1.40 0.47 -2.58
P 0.01 -2.06 -3.75
H 2.16 -0.85 -0.64
H 1.01 -1.58 0.33
H -1.47 -1.00 0.38
H -1.99 0.49 -0.27
H 2.36 -0.41 1.82
H 2.11 1.13 0.82
H -0.75 1.76 1.28
H -1.54 0.66 2.19
H -2.48 -0.44 -2.19
H -2.59 0.09 -3.74
H 1.98 0.87 3.46
H 0.68 1.91 3.44
H 0.34 0.19 4.14
H -0.67 1.29 -3.56
H 0.09 -0.84 2.15
H -0.54 -3.30 -3.97
H 1.35 0.25 -3.55
```

Summary:
total charge = +1
LUMO energy = -2.9833 eV
SMILES string = [H]/P=N/CNC(O)=C1CC[NH+](C)CC1
calculated total energy = -895.517607 Eh
multiplicity = 1
highest occupied orbital energy = -11.30 eV
gap between HOMO and LUMO = 0.305 Eh
ΔE to the lowest compared entry with this formula, charge and spin = 2.036 eV

Molecular formula: C4H15N3O
Method: DFT, wB97M-V/def2-TZVPD

Structure (XYZ):
```
23
Properties=species:S:1:pos:R:3
C -0.92 0.99 -0.42
N -2.10 0.32 0.04
C -2.34 -1.00 -0.54
N -2.00 -2.11 0.33
C -0.06 1.68 0.68
C 0.24 0.80 1.89
N 1.17 2.05 -0.01
H -0.98 1.76 -1.22
H -0.17 0.38 -0.95
H -2.91 0.88 0.26
H -1.85 -1.17 -1.50
H -3.42 -1.06 -0.68
H -1.03 -2.36 0.38
H -2.25 -1.87 1.28
H -0.62 2.57 0.98
H 1.13 1.17 2.40
H -0.53 0.83 2.67
H 0.40 -0.25 1.61
H 1.70 2.76 0.49
H 1.82 1.31 -0.24
H 4.15 -2.48 -2.77
H 5.62 -2.28 -2.22
O 4.94 -2.92 -2.49
```

Summary:
LUMO energy = 0.5859 eV
SMILES string = C[C@@H](N)CNCN.O
calculated total energy = -400.873231 Eh
multiplicity = 1
highest occupied orbital energy = -8.62 eV
gap between HOMO and LUMO = 0.338 Eh
ΔE to the lowest compared entry with this formula, charge and spin = 1.223 eV

Molecular formula: C4H5NO2
Method: DFT, wB97M-V/def2-TZVPD

Structure (XYZ):
```
12
Properties=species:S:1:pos:R:3
O 2.66 -0.33 -0.51
C 1.46 -0.28 -0.54
C 0.66 0.44 0.50
C -0.54 1.18 0.02
N -0.70 0.00 0.82
C -1.23 -1.16 0.23
O -1.79 -1.19 -0.84
H 0.87 -0.75 -1.35
H 1.25 0.83 1.33
H -0.81 1.10 -1.03
H -0.81 2.11 0.50
H -1.14 -2.03 0.90
```

Summary:
LUMO energy = 0.6717 eV
SMILES string = O=C[C@H]1CN1C=O
calculated total energy = -360.597181 Eh
multiplicity = 1
highest occupied orbital energy = -10.19 eV
gap between HOMO and LUMO = 0.399 Eh
ΔE to the lowest compared entry with this formula, charge and spin = 1.966 eV